(1)
20
Properties=species:S:1:pos:R:3 method="wB97M-V/def2-TZVPD" multiplicity=1 e_above_lowest_ev=3.3943 energy_ev=-11519.3717 total_charge=0 e_homo_ev=-8.67 homo_lumo_gap_ev=9.32
C 1.54332 -0.44409 -0.15159
C -0.19419 0.03445 0.63768
C -0.93371 -0.78158 -0.25793
C -0.25074 1.51621 0.85466
C -2.49510 0.22065 -0.46669
O 1.76060 -1.33756 -1.22593
O 2.11766 0.74348 -0.58358
O 2.22613 -0.94439 0.96606
H 1.49882 -2.22201 -0.94724
H 2.74706 0.54800 -1.29484
H 3.18542 -0.89618 0.81487
H -0.11779 -0.46358 1.60714
H -1.29364 -1.68807 0.22086
H -0.70790 -1.01089 -1.29345
H 0.67404 1.83664 1.33435
H -0.34507 2.04958 -0.08843
H -1.07313 1.77525 1.52081
H -3.17096 -0.52382 -0.88108
H -2.25092 0.96860 -1.21567
H -2.91991 0.61930 0.45000

=====

(2)
20
Properties=species:S:1:pos:R:3 method="wB97M-V/def2-TZVPD" multiplicity=1 e_above_lowest_ev=5.4388 energy_ev=-11517.3272 total_charge=0 e_homo_ev=-8.08 homo_lumo_gap_ev=5.13
C -1.46722 2.91211 -1.59961
C -0.84975 2.36620 -0.37732
C -0.71882 1.03990 -0.15987
C -0.51263 0.38622 1.05709
C 0.03124 -0.91730 1.09883
O -0.47000 -1.77180 2.04905
H -2.53491 3.02750 -1.51215
H -1.32327 2.25438 -2.45631
H -0.92320 3.82019 -1.85251
H -0.57867 3.03253 0.44675
H -0.75959 0.40015 -1.02998
H -0.72997 0.94480 1.96862
H -0.14679 -1.33344 0.08564
H 1.14654 -0.97515 1.12785
H 0.09406 -2.57232 1.85453
H 1.84739 -4.05539 0.82757
O 1.46978 -3.17537 0.89766
H 2.78104 -1.57987 -1.30498
H 1.73453 -2.29980 -0.20465
O 1.91023 -1.50356 -0.91619

=====

(3)
20
Properties=species:S:1:pos:R:3 method="wB97M-V/def2-TZVPD" multiplicity=1 smiles="CCOC(=O)CC.O" e_above_lowest_ev=1.0268 energy_ev=-11521.7392 total_charge=0 e_homo_ev=-10.21 homo_lumo_gap_ev=10.98
C -0.04656 -1.58369 -2.68409
C 0.62051 -0.39132 -2.05085
O 0.58840 -0.61900 -0.63120
C 0.57036 0.26355 0.39854
O 0.39485 1.52883 0.20912
C 0.50761 -0.39569 1.72449
C 0.72516 0.68221 2.83711
H 0.11625 -1.48732 -3.77074
H -1.12216 -1.74730 -2.50265
H 0.50934 -2.46480 -2.32184
H 1.69791 -0.47900 -2.28954
H 0.28358 0.61082 -2.37894
H -0.53454 -0.76424 1.78390
H 1.17121 -1.27660 1.62920
H 1.62890 1.26401 2.58937
H 0.81682 0.31383 3.87273
H -0.15057 1.35017 2.77753
O -2.79770 1.42563 0.11117
H -2.09112 1.96076 -0.31620
H -2.88822 1.80916 1.01282

=====

(4)
21
Properties=species:S:1:pos:R:3 method="wB97M-V/def2-TZVPD" multiplicity=1 e_above_lowest_ev=3.5910 energy_ev=-13566.5546 total_charge=0 e_homo_ev=-9.22 homo_lumo_gap_ev=9.65
C 0.79059 -0.44523 0.10685
C -0.41801 0.35090 0.46470
C 2.34370 1.57066 0.31890
C -2.11671 -2.04886 -0.26552
C -0.74326 1.62322 -0.21449
O 1.56142 0.61509 1.01966
O -1.61594 -0.79568 -0.76758
O 1.12870 -0.54355 -1.10521
O 0.81451 -1.61392 0.89868
H 1.53116 -2.14449 0.52591
H -0.81655 -0.95394 -1.32046
H -0.88870 0.13084 1.41591
H 1.87203 2.56050 0.33511
H 3.30713 1.64312 0.82936
H 2.49883 1.25590 -0.71611
H -1.34897 -2.56711 0.30933
H -2.96913 -1.81689 0.37051
H -2.45226 -2.66902 -1.09953
H -1.82301 1.72738 -0.31247
H -0.38554 2.45366 0.40038
H -0.27001 1.66743 -1.19395

=====

(5)
22
Properties=species:S:1:pos:R:3 method="wB97M-V/def2-TZVPD" multiplicity=1 e_above_lowest_ev=5.6674 energy_ev=-15611.4654 total_charge=0 e_homo_ev="-5.87 / -6.35" homo_lumo_gap_ev="6.46 / 6.94"
C -0.39015 -0.65065 0.35367
C -0.23852 0.07647 -0.81593
C -1.93215 1.20781 -0.06656
C 1.79745 -1.54972 -0.59849
C 0.14139 -0.22341 1.67835
O -1.25470 -1.68555 0.30797
O 0.64038 1.10154 -0.92512
O -2.70340 1.32239 -1.19896
O -1.30007 2.34445 0.34083
O 2.60352 -0.33660 -0.38981
H -1.46831 -1.97956 1.20059
H 1.57685 0.72108 -0.73749
H -2.21955 1.84757 -1.85075
H -0.40393 2.34534 -0.06306
H 3.46917 -0.39279 -0.81388
H -0.66939 -0.32506 -1.72680
H -2.53159 0.75363 0.71765
H 2.10352 -2.31143 0.12305
H 1.90091 -1.89737 -1.62924
H 0.96728 -0.87038 1.97675
H 0.53073 0.78997 1.65672
H -0.61947 -0.28777 2.46052

=====

(6)
19
Properties=species:S:1:pos:R:3 method="wB97M-V/def2-TZVPD" multiplicity=3 e_above_lowest_ev=0.6828 energy_ev=-18256.6465 total_charge=0 s_squared=2.006 e_homo_ev="-6.88 / -9.00" homo_lumo_gap_ev="7.58 / 6.53"
C 0.73617 -0.15541 -1.53006
C 2.06583 0.66050 0.43778
C 0.25644 -1.02474 0.76168
C -3.87779 0.42420 0.30211
C 0.80792 0.10973 -0.05406
O -4.43214 -0.21530 -0.58338
S -0.45606 1.60398 0.20128
H 1.58883 0.41374 -1.89951
H 0.73981 -1.26091 -1.78448
H -0.24251 0.29575 -1.89847
H 2.45482 1.53574 -0.01470
H 3.05793 -0.00399 0.31588
H 2.07206 0.86262 1.49818
H 0.70878 -1.97132 0.74171
H 0.20379 -0.92910 1.90776
H -0.79740 -1.38585 0.51521
H -3.29085 1.35508 0.29033
H -3.77880 0.18716 1.36416
H -1.42012 1.00146 0.98280

=====

(7)
20
Properties=species:S:1:pos:R:3 method="wB97M-V/def2-TZVPD" multiplicity=1 e_above_lowest_ev=4.7797 energy_ev=-26135.1937 total_charge=0 e_homo_ev="-7.56 / -7.56" homo_lumo_gap_ev="8.21 / 8.21"
C 0.80732 -1.50062 -0.73102
C 2.25878 0.85846 1.06992
C 0.29800 1.52664 -0.96672
C -0.68974 -0.26899 1.67394
C -2.40721 -0.27953 -0.94622
O 1.82069 -0.77501 -1.32064
Si -0.57283 -0.13902 -0.26315
S 2.03751 0.99971 -0.78099
H 0.67793 -2.13206 -1.45956
H 1.19144 -1.96589 0.29184
H 1.34118 0.86971 1.51678
H 3.09926 0.78762 1.71131
H 0.03787 1.57345 -2.03267
H 0.33701 2.50208 -0.59270
H 0.26869 0.08435 1.93541
H -1.47907 0.09228 2.30853
H -0.61117 -1.36859 1.86885
H -2.89460 0.70868 -1.13394
H -2.40713 -0.81057 -1.86221
H -3.11394 -0.76270 -0.28675

=====

(8)
21
Properties=species:S:1:pos:R:3 method="wB97M-V/def2-TZVPD" multiplicity=1 smiles="C[Si]1(C)SC(=O)[Si]1(C)C" e_above_lowest_ev=0.6769 energy_ev=-34017.0622 total_charge=0 e_homo_ev=-8.95 homo_lumo_gap_ev=9.30
C -1.16933 1.87784 -1.54113
Si -0.41876 1.04012 0.01495
C -1.52948 1.77342 1.85409
S 1.65299 1.75422 0.25584
C 2.22383 0.04628 0.18136
O 3.38640 -0.14307 -0.05007
Si 0.62090 -1.01266 -0.09943
C 0.83506 -1.95986 -1.74211
C 0.13075 -2.00309 1.40812
H -1.65134 1.11589 -2.14780
H -1.81898 2.83538 -1.32461
H -0.15971 1.96726 -1.97296
H -1.55180 0.89461 2.51188
H -0.93263 2.62891 2.17188
H -2.46773 2.00082 1.37863
H 0.82177 -1.24737 -2.49066
H 1.73151 -2.56764 -1.66730
H -0.04259 -2.62953 -2.07713
H 1.00581 -2.44287 1.91524
H -0.05329 -1.21483 2.00486
H -0.61339 -2.71382 1.41635

=====

(9)
18
Properties=species:S:1:pos:R:3 method="wB97M-V/def2-TZVPD" multiplicity=1 smiles=CC(C)CCS e_above_lowest_ev=1.2205 energy_ev=-16213.5552 total_charge=0 e_homo_ev=-8.97 homo_lumo_gap_ev=9.96
C -1.83330 -0.94718 -0.20073
C -0.71758 -0.09838 0.20124
C -0.96765 1.43798 -0.18659
C 0.64466 -0.56692 -0.25875
C 1.72478 0.23751 0.37003
S 3.42123 -0.04642 -0.26989
H -1.98469 -1.38198 -1.27212
H -1.96365 -1.82372 0.32994
H -2.74855 -0.43168 0.00126
H -0.82802 -0.11756 1.28281
H -1.85590 1.72842 0.35920
H -0.25196 2.29498 -0.20075
H -1.11932 1.46499 -1.32523
H 0.79213 -1.60607 0.23651
H 0.74299 -0.56750 -1.32209
H 1.64429 1.29686 0.07491
H 1.58805 -0.04912 1.43823
H 3.71251 -0.82423 0.74201

=====

(10)
19
Properties=species:S:1:pos:R:3 method="wB97M-V/def2-TZVPD" multiplicity=2 e_above_lowest_ev=0.5302 energy_ev=-27048.9133 total_charge=-1 s_squared=0.753 e_homo_ev="0.75 / -4.22" homo_lumo_gap_ev="2.89 / 8.03"
C -0.61131 1.85407 -0.97615
C -1.53099 0.60985 -1.00247
C 0.77601 1.52727 -1.52712
S 2.11314 0.95783 -0.29363
S 1.04508 0.35605 1.39210
C 1.05142 -1.46711 1.12034
C 0.05844 -2.16898 2.09935
H -1.12654 2.66761 -1.48438
H -0.55230 2.10003 0.07984
H -1.04093 -0.33799 -0.82299
H -2.32639 0.77283 -0.26859
H -1.95530 0.53340 -2.01947
H 1.11557 2.38419 -2.11703
H 0.79330 0.71560 -2.25412
H 2.10092 -1.70388 1.25149
H 0.65792 -1.71221 0.13525
H -0.16716 -3.10494 1.56278
H 0.47717 -2.36656 3.07856
H -0.87806 -1.61708 2.04625

=====

(11)
19
Properties=species:S:1:pos:R:3 method="wB97M-V/def2-TZVPD" multiplicity=1 smiles=CCCSSCC e_above_lowest_ev=0.5157 energy_ev=-27049.7049 total_charge=0 e_homo_ev=-7.94 homo_lumo_gap_ev=8.84
C -0.53676 -0.44322 -2.69991
C -0.32574 -0.59234 -1.19140
C 1.15632 -0.55200 -0.84639
S 1.46423 -1.62905 0.69172
S 1.12026 -0.75198 2.47505
C -0.42683 0.21078 2.41427
C -0.22473 1.55057 1.72302
H 0.01189 0.44389 -3.00915
H -1.58568 -0.47653 -2.97890
H -0.06666 -1.28158 -3.20752
H -0.74996 -1.48605 -0.74130
H -0.84500 0.21896 -0.67553
H 1.76361 -1.10049 -1.55225
H 1.62886 0.37652 -0.54920
H -1.25380 -0.42994 2.10113
H -0.69610 0.35644 3.46470
H -1.06598 2.24034 1.75229
H -0.03073 1.32996 0.67857
H 0.66281 2.01574 2.15081

=====

(12)
21
Properties=species:S:1:pos:R:3 method="wB97M-V/def2-TZVPD" multiplicity=2 energy_ev=-13475.4907 total_charge=+1 s_squared=0.760 e_homo_ev="-13.00 / -12.61" homo_lumo_gap_ev="8.60 / 6.38"
H -1.48609 2.90651 1.73559
C -1.08855 2.15042 2.43349
C 0.37370 1.83978 2.11075
H -1.65645 1.21989 2.59986
H -1.10321 2.65480 3.41762
H 0.77287 1.90598 3.14211
H 1.34695 1.35802 1.95691
O 0.20236 0.33238 0.27529
C 0.07340 -1.06035 0.36342
C -0.30496 -1.63634 -0.99137
O 0.56157 -1.04211 -1.97270
C 0.48333 -1.63716 -3.26346
H -0.71606 -1.33257 1.08373
H 1.02963 -1.50539 0.69529
H -1.34544 -1.39303 -1.25820
H -0.17387 -2.72748 -1.00570
H 1.15352 -1.08012 -3.92667
H 0.80973 -2.68348 -3.20523
H -0.54743 -1.58396 -3.64089
H 0.69276 2.42609 0.89070
Ag 0.92224 0.88809 -1.44054